(1)
Entry from the OMol25 dataset: 2 unconnected molecules or ions with the total composition C2H3NOS (the ωB97M-V functional and the def2-TZVPD basis).

Geometry as XYZ:
```
8
C2H3NOS the ωB97M-V functional and the def2-TZVPD basis
C 0.23210 -1.37474 0.49459
C -0.35665 -0.32348 -0.32537
N 1.61258 -2.05852 2.70751
O 0.33575 -2.53686 0.33501
S 1.20929 -3.46752 2.61735
H 0.03150 -0.51678 -1.30252
H -1.42727 -0.47512 -0.40182
H -0.02439 0.75412 0.03413
```

E_LUMO (alpha / beta) (eV): -0.7 / -0.6
E_HOMO (alpha / beta) (eV): -6.623 / -6.628
Gap between HOMO and LUMO (alpha / beta) (eV): 5.96 / 6.00
Maximum force (hartree/bohr): 0.0664


(2)
Entry from the OMol25 dataset: a molecular structure, C14H22Cu2N2O4 (the ωB97M-V functional and the def2-TZVPD basis).

Geometry as XYZ:
```
44
C14H22Cu2N2O4 the ωB97M-V functional and the def2-TZVPD basis
C 15.57948 -14.39324 -41.33112
N 14.31298 -15.18753 -41.24072
C 13.76633 -15.66465 -42.39419
C 12.63780 -16.46772 -42.35815
C 12.00093 -16.69275 -41.14091
C 12.58235 -16.20361 -39.96507
C 13.81691 -15.51721 -39.98418
C 10.64342 -17.38288 -41.19403
C 10.38160 -18.45136 -40.32820
C 9.22338 -19.24648 -40.44045
N 8.37469 -18.98427 -41.40803
C 8.59688 -17.96187 -42.24783
C 9.68095 -17.17547 -42.18832
C 7.15691 -19.84648 -41.63554
H 15.63714 -13.87501 -40.37392
H 15.49816 -13.70699 -42.17406
H 16.36517 -15.13498 -41.47468
H 14.41920 -15.49670 -43.23796
H 12.15409 -16.79444 -43.26682
H 12.15117 -16.36955 -38.98887
H 14.25268 -15.10005 -39.08837
H 11.07243 -18.67675 -39.52922
H 8.97693 -20.06310 -39.77804
H 7.82164 -17.79229 -42.98038
H 9.94858 -16.30281 -42.76560
H 6.99072 -20.07769 -42.68770
H 6.34737 -19.28268 -41.17202
H 7.25842 -20.74935 -41.03334
Cu 12.22002 -19.64167 -38.46658
Cu 13.71646 -18.24598 -38.48406
C 11.73519 -17.29973 -37.02744
O 12.04882 -18.13127 -38.11390
H 11.78893 -16.23806 -37.26845
H 10.70917 -17.35693 -36.66398
H 12.28520 -17.48016 -36.10383
C 10.47382 -21.58717 -38.28193
O 10.59291 -20.28565 -38.82999
H 9.86660 -21.51663 -37.37948
H 10.10186 -22.37262 -38.93983
H 11.41246 -21.95401 -37.86663
O 13.83025 -19.82221 -37.73231
H 13.53151 -19.73009 -36.80668
O 13.15389 -18.91719 -39.85921
H 12.89285 -18.75332 -40.78632
```

E_LUMO (eV): -0.7
E_HOMO (eV): -4.284
Gap between HOMO and LUMO (eV): 3.59
Maximum force (hartree/bohr): 0.3193


(3)
Entry from the OMol25 dataset: 2 unconnected molecules or ions with the total composition C2H2N2O4 (the ωB97M-V functional and the def2-TZVPD basis).

Geometry as XYZ:
```
10
C2H2N2O4 the ωB97M-V functional and the def2-TZVPD basis
C -0.86993 -0.39835 -0.00779
C 1.31919 0.13449 0.02757
H -1.47765 2.53985 0.17866
H -0.41694 -2.21290 0.37018
N -0.00314 0.61515 0.53003
N -0.07248 -1.56213 -0.44419
O -0.15391 1.97907 -0.43215
O -2.10850 -0.29389 -0.07509
O 1.25046 -1.21403 -0.03000
O 2.53289 0.41273 -0.11722
```

E_LUMO (eV): -1.9
E_HOMO (eV): -11.126
Gap between HOMO and LUMO (eV): 9.21
Maximum force (hartree/bohr): 0.1286


(4)
Entry from the OMol25 dataset: a molecular structure, C7H12O3 (the ωB97M-V functional and the def2-TZVPD basis).

Geometry as XYZ:
```
22
C7H12O3 the ωB97M-V functional and the def2-TZVPD basis
C -0.91942 0.97438 -1.35681
C 0.44771 0.41454 -1.02147
C 1.66284 1.07639 -1.64640
C 1.24065 -0.26267 -2.13345
C 0.67465 -0.17071 0.33343
O 1.79025 -0.41788 0.75295
C -0.53962 -0.48878 1.19690
C -0.77208 0.44685 2.33893
O -0.26696 -0.70634 2.96984
H -0.87895 1.51155 -2.31314
H -1.25947 1.68514 -0.59019
H -1.67286 0.18094 -1.45468
H 2.56094 1.13717 -1.03178
H 1.46180 1.94750 -2.27046
H 0.73839 -0.33911 -3.09847
H 1.84271 -1.12698 -1.85177
H -1.45834 -0.55127 0.59807
H -0.08251 1.29988 2.36764
H -1.82413 0.62348 2.58026
O -0.65871 -2.50216 1.51769
H -0.48861 -2.05868 2.70389
H -1.59825 -2.67324 1.40901
```

E_LUMO (eV): 0.4
E_HOMO (eV): -9.062
Gap between HOMO and LUMO (eV): 9.42
Maximum force (hartree/bohr): 0.0756


(5)
Entry from the OMol25 dataset: a molecular structure, C7H9BF2IN2OTi (the ωB97M-V functional and the def2-TZVPD basis).

Geometry as XYZ:
```
24
C7H9BF2IN2OTi the ωB97M-V functional and the def2-TZVPD basis
Ti 0.21237 -1.85610 -0.48472
F 2.34544 -1.82134 -0.79946
B 2.05857 -2.63536 0.29560
F 3.02709 -3.22884 0.90537
N 0.27226 4.36201 -0.28366
C 0.32152 3.02588 -0.37569
C 1.07641 2.25385 0.52997
C 1.08876 0.89447 0.39430
N 0.41035 0.23485 -0.56528
C -0.31548 0.97136 -1.43342
C -0.38038 2.33367 -1.38321
H 0.78020 4.85388 0.42998
H -0.26269 4.91076 -0.93328
H 1.64901 2.72113 1.31863
H 1.68146 0.29534 1.07812
H -0.85502 0.42257 -2.19573
H -0.96853 2.86775 -2.11632
C -2.11667 -3.22070 1.66404
C -1.29611 -2.45992 0.71517
O -1.64423 -1.45333 0.08608
H -3.16739 -2.93861 1.62472
H -1.71181 -3.02529 2.66203
H -1.97664 -4.28614 1.48261
I -0.22848 -3.22187 -2.61585
```

E_LUMO (eV): -4.5
Net charge: +1
E_HOMO (eV): -12.736
Gap between HOMO and LUMO (eV): 8.27
Maximum force (hartree/bohr): 0.0244


(6)
Entry from the OMol25 dataset: a molecular structure, C25H33O2STb (the ωB97M-V functional and the def2-TZVPD basis).

Geometry as XYZ:
```
62
C25H33O2STb the ωB97M-V functional and the def2-TZVPD basis
O -2.90912 1.62426 -0.80477
C -3.30998 2.38107 -2.00201
C -4.27863 3.32486 -1.29183
H -3.81214 1.77552 -2.76522
H -2.44318 2.89490 -2.43246
C -3.87211 2.46381 -0.08410
H -5.34029 3.28437 -1.57873
H -3.92194 4.36332 -1.19204
C -4.97009 1.61172 0.52840
H -5.45225 0.93368 -0.18365
H -5.74539 2.24562 0.99255
H -4.49021 1.00380 1.31333
C -3.25266 3.28415 1.00271
H -2.43480 3.89463 0.62548
H -2.90234 2.59639 1.77893
H -4.02481 3.94529 1.41077
Tb 0.36161 -0.47108 0.66176
C 2.58733 -0.87920 2.14788
C 3.05749 -0.92479 0.80802
C 2.88598 0.36257 0.21872
H 3.59531 -1.76512 0.36420
C 2.42056 1.24296 1.25078
C 2.14351 0.45442 2.41586
H 1.72713 0.81256 3.36643
H 2.71105 -1.70131 2.86501
H 3.16777 0.62243 -0.81234
H 2.45180 2.33947 1.21599
C -0.00190 -2.60149 2.03539
C -0.34468 -1.51422 2.89926
C -1.50184 -0.86757 2.37267
H 0.16190 -1.25033 3.82857
C -1.86894 -1.54956 1.16932
C -0.93797 -2.62523 0.96688
H -0.96125 -3.35474 0.15589
H 0.80671 -3.31733 2.19603
H -2.06496 -0.07167 2.86476
H -2.75249 -1.34509 0.56287
O -0.12370 1.21808 -0.92073
C -0.01396 2.65093 -0.53295
C 0.60078 3.37054 -1.73312
H 0.55452 2.68879 0.41076
H -1.02370 2.99373 -0.29427
C 0.97577 2.25055 -2.73003
H 1.45827 3.96687 -1.42539
H -0.13041 4.03271 -2.23419
C -0.03590 1.15673 -2.37815
H 2.03066 1.94143 -2.65400
H 0.84250 2.63541 -3.75884
H 0.19706 0.12369 -2.66675
H -1.04498 1.44208 -2.77912
S 1.34503 -2.36955 -1.20825
C 2.45491 -3.61744 -0.82005
C 2.13308 -4.76652 -0.04918
C 3.15631 -5.59597 0.41406
C 4.49486 -5.35911 0.05174
C 4.79352 -4.29933 -0.81894
C 3.77884 -3.48963 -1.30543
H 1.07811 -4.94336 0.17471
H 2.89830 -6.43852 1.06447
H 5.27948 -6.00696 0.45137
H 5.82246 -4.11540 -1.12014
H 3.99399 -2.69284 -2.00889
```

E_LUMO (alpha / beta) (eV): 0.1 / 0.3
E_HOMO (alpha / beta) (eV): -6.682 / -6.698
Spin multiplicity: 7
Gap between HOMO and LUMO (alpha / beta) (eV): 6.76 / 6.98
Maximum force (hartree/bohr): 0.0512


(7)
Entry from the OMol25 dataset: 2 unconnected molecules or ions with the total composition C4H12 (the ωB97M-V functional and the def2-TZVPD basis).

Geometry as XYZ:
```
16
C4H12 the ωB97M-V functional and the def2-TZVPD basis
C 1.44824 2.50432 0.97543
C 1.88648 1.28767 0.26133
H 2.40658 2.94370 1.40488
H 1.05311 3.33258 0.37847
H 0.71189 2.25848 1.70896
H 1.49983 1.30574 -0.73190
H 1.38477 0.37355 0.85924
H 2.88352 1.18086 0.30982
C -1.36021 -2.38225 -0.07727
C -1.88526 -1.38996 -1.09549
H -0.85034 -3.16983 -0.69026
H -0.64783 -1.95782 0.68789
H -2.24316 -3.03415 0.22939
H -2.89188 -1.42041 -1.32863
H -1.55656 -1.40606 -2.10509
H -1.83917 -0.42643 -0.78678
```

E_LUMO (eV): 1.1
E_HOMO (eV): -11.274
Gap between HOMO and LUMO (eV): 12.36
Maximum force (hartree/bohr): 0.1051